(1)
This record from the Open Molecules 2025 dataset describes C16H18N4O7S in the gas phase. The level of theory is ωB97M-V/def2-TZVPD.

Results
- Molar mass: 410.41 g mol⁻¹
- Relative energy (zero: lowest compared OMol25 entry of this formula, charge and spin): 1.6 kcal per mole
- LUMO energy: 0.12 eV
- HOMO level: -0.3345 Eh
- F_max: 0.8 eV Å⁻¹
- SMILES: CNS(=O)(=O)c1cccc(C(=O)OCC(=O)c2c(N)n(C)c(=O)n(C)c2=O)c1

Geometry as XYZ:
```
46
Properties=species:S:1:pos:R:3:nbo_charge:R:1
C 3.70 2.93 -0.11 -0.420
N 2.68 1.94 -0.33 -0.888
S 2.63 1.17 -1.81 2.317
O 3.95 1.19 -2.36 -0.937
O 1.53 1.64 -2.61 -0.949
C 2.24 -0.48 -1.23 -0.336
C 0.94 -0.93 -1.24 -0.120
C 0.64 -2.15 -0.64 -0.172
C 1.66 -2.90 -0.06 -0.142
C 2.97 -2.46 -0.11 -0.214
C 3.26 -1.23 -0.68 -0.154
H 4.27 -0.84 -0.71 0.239
H 3.76 -3.06 0.32 0.224
H 1.41 -3.84 0.42 0.233
C -0.77 -2.58 -0.45 0.792
O -1.15 -3.11 0.57 -0.600
O -1.57 -2.24 -1.46 -0.484
C -2.97 -2.42 -1.22 -0.180
C -3.35 -1.77 0.10 0.602
O -4.05 -2.34 0.92 -0.580
C -2.69 -0.49 0.34 -0.465
C -2.22 -0.21 1.62 0.530
N -2.64 -0.91 2.68 -0.769
H -2.09 -0.96 3.52 0.400
H -3.26 -1.69 2.45 0.450
N -1.29 0.78 1.80 -0.426
C -0.88 1.60 0.75 0.819
O 0.02 2.40 0.91 -0.663
N -1.55 1.47 -0.42 -0.457
C -2.41 0.41 -0.75 0.688
O -2.88 0.34 -1.86 -0.615
C -1.27 2.46 -1.46 -0.439
H -1.20 3.44 -0.99 0.215
H -2.09 2.42 -2.17 0.242
H -0.33 2.23 -1.97 0.249
C -0.68 0.99 3.10 -0.434
H -1.44 1.24 3.84 0.210
H 0.01 1.83 2.99 0.267
H -0.11 0.12 3.41 0.204
H -3.47 -1.93 -2.06 0.253
H -3.22 -3.48 -1.18 0.214
H 0.17 -0.34 -1.71 0.244
H 1.76 2.23 -0.01 0.434
H 4.58 2.61 -0.66 0.231
H 3.94 2.98 0.96 0.201
H 3.41 3.93 -0.46 0.189
```

(2)
This record from the Open Molecules 2025 dataset describes a molecular structure, C18H38LuNO2P2. The level of theory is ωB97M-V/def2-TZVPD.

Results
- Molar mass: 537.42 g mol⁻¹
- Relative energy (zero: lowest compared OMol25 entry of this formula, charge and spin): 46.0 kcal per mole
- LUMO energy (alpha / beta): -7.96 / -7.96 eV
- HOMO level (alpha / beta): -0.4911 / -0.4912 Eh
- Net charge: +2
- F_max: 7.1 eV Å⁻¹

Geometry as XYZ:
```
62
Properties=species:S:1:pos:R:3:lowdin_charge:R:1
Lu -0.17 0.01 0.95 1.192
P 1.74 1.71 -0.07 0.961
P -1.98 -1.76 0.12 0.945
N -1.19 1.19 -0.64 -0.269
C 0.56 3.04 -0.58 -0.291
H 0.73 3.88 0.12 0.100
H 0.85 3.40 -1.58 0.089
C -0.93 2.68 -0.59 -0.226
H -1.43 3.04 0.32 0.119
H -1.46 3.16 -1.43 0.137
C -2.64 0.86 -0.93 -0.210
H -2.75 0.63 -2.01 0.136
H -3.23 1.76 -0.73 0.129
C -3.14 -0.31 -0.06 -0.316
H -4.09 -0.69 -0.47 0.099
H -3.40 0.06 0.95 0.094
C -2.78 -2.68 1.52 -0.539
C -2.21 -2.22 2.87 -0.123
H -2.36 -1.15 3.07 0.059
H -1.14 -2.44 2.96 0.083
H -2.72 -2.76 3.67 0.101
C -2.31 -2.64 -1.45 -0.531
C -1.25 -3.73 -1.67 -0.097
H -1.22 -3.96 -2.75 0.101
H -1.50 -4.66 -1.14 0.081
H -0.25 -3.42 -1.36 0.050
C 2.87 1.65 -1.52 -0.527
C 4.09 0.76 -1.25 -0.098
H 4.63 0.62 -2.20 0.100
H 3.81 -0.23 -0.86 0.074
H 4.81 1.22 -0.54 0.075
C 2.70 2.40 1.38 -0.553
C 3.51 1.29 2.06 -0.103
H 3.82 1.64 3.06 0.099
H 4.41 1.04 1.48 0.078
H 2.94 0.36 2.22 0.064
C 1.21 -1.57 -0.18 -0.451
C -3.75 -3.16 -1.56 -0.093
H -4.40 -2.89 -0.72 0.069
H -4.21 -2.75 -2.47 0.094
H -3.77 -4.26 -1.67 0.093
C 3.29 3.01 -2.13 -0.094
H 4.29 2.93 -2.56 0.100
H 2.61 3.29 -2.94 0.085
H 3.31 3.82 -1.40 0.057
C 3.57 3.62 1.07 -0.094
H 4.03 3.96 2.01 0.102
H 4.39 3.37 0.38 0.083
H 2.99 4.46 0.68 0.081
C -2.67 -4.20 1.38 -0.086
H -1.64 -4.55 1.21 0.092
H -3.01 -4.66 2.32 0.099
H -3.30 -4.60 0.57 0.074
H -3.84 -2.38 1.46 0.116
H 1.90 2.73 2.07 0.076
H -2.17 -1.86 -2.21 0.109
H 2.25 1.14 -2.28 0.107
O 1.96 -2.46 0.05 -0.018
H -0.59 0.72 -1.37 0.102
H 0.84 -1.00 -1.17 0.030
O -0.34 2.15 3.71 0.179
C -0.27 1.41 2.82 0.005
```

(3)
This record from the Open Molecules 2025 dataset describes a molecular structure, C43H41F12N6O3SSeV. The level of theory is ωB97M-V/def2-TZVPD.

Results
- Spin multiplicity: 3
- Molar mass: 1079.79 g mol⁻¹
- Relative energy (zero: lowest compared OMol25 entry of this formula, charge and spin): 0.6 kcal per mole
- LUMO energy (alpha / beta): 3.77 / 3.77 eV
- HOMO level (alpha / beta): -0.0514 / -0.0576 Eh
- Net charge: -2
- F_max: 0.8 eV Å⁻¹

Geometry as XYZ:
```
108
Properties=species:S:1:pos:R:3:lowdin_charge:R:1
V -0.23 0.76 0.18 0.890
N -3.37 1.66 3.29 0.026
C -2.61 1.50 2.14 -0.890
S -1.16 2.41 2.03 0.662
N -3.13 0.69 1.26 -0.007
N -2.34 0.53 0.13 -0.073
C -3.00 0.23 -0.93 -0.086
C -2.44 -0.12 -2.22 -0.144
C -3.32 -0.23 -3.31 -0.072
C -2.89 -0.57 -4.57 -0.147
C -1.52 -0.83 -4.76 -0.121
C -0.64 -0.76 -3.71 -0.011
C -1.06 -0.41 -2.40 -0.385
O -0.19 -0.40 -1.45 -0.182
H -2.81 1.93 4.08 0.049
H -3.96 0.86 3.47 0.064
H -4.09 0.22 -0.85 0.106
H -4.37 -0.02 -3.13 0.105
H -3.58 -0.62 -5.40 0.084
H -1.16 -1.08 -5.75 0.093
H 0.42 -0.96 -3.84 0.115
C 5.85 -2.25 2.94 -0.079
C 4.82 -1.46 2.19 -0.296
C 5.17 -0.54 1.21 -0.067
C 4.20 0.17 0.53 -0.036
C 2.80 -0.01 0.74 -0.202
N 1.92 0.69 -0.05 0.013
C 2.27 0.88 -1.38 -0.234
C 3.03 -0.09 -2.07 -0.035
C 3.48 0.08 -3.36 -0.066
C 3.18 1.24 -4.07 -0.295
C 3.67 1.47 -5.47 -0.077
C 2.35 2.16 -3.44 -0.001
C 1.85 1.99 -2.15 -0.052
C 0.81 2.96 -1.59 -0.337
O -0.18 2.36 -0.89 -0.242
C 1.52 4.02 -0.68 -0.531
F 2.65 4.51 -1.26 0.124
F 0.74 5.09 -0.43 0.137
F 1.88 3.51 0.49 0.160
C 0.05 3.75 -2.71 -0.538
F -0.35 2.93 -3.69 0.148
F -1.04 4.35 -2.24 0.155
F 0.80 4.73 -3.30 0.109
C 2.46 -0.86 1.82 -0.047
C 3.47 -1.56 2.48 -0.010
C 1.05 -0.91 2.42 -0.348
O 0.05 -0.56 1.60 -0.232
C 0.67 -2.36 2.91 -0.540
F 1.17 -2.73 4.12 0.108
F -0.66 -2.50 3.04 0.128
F 1.07 -3.30 2.04 0.116
C 1.07 0.04 3.66 -0.546
F -0.11 0.07 4.30 0.131
F 1.37 1.29 3.29 0.125
F 2.00 -0.28 4.60 0.119
H 6.78 -2.33 2.37 0.062
H 5.50 -3.27 3.15 0.068
H 6.10 -1.79 3.91 0.068
H 6.21 -0.35 0.98 0.099
H 4.51 0.89 -0.21 0.113
H 3.26 -1.01 -1.56 0.119
H 4.06 -0.71 -3.83 0.101
H 4.62 0.95 -5.64 0.063
H 3.83 2.53 -5.67 0.067
H 2.96 1.10 -6.22 0.069
H 2.07 3.04 -4.00 0.109
H 3.19 -2.22 3.29 0.110
C -0.93 -6.36 -2.93 -0.111
C -0.76 -5.18 -3.89 -0.250
C -2.07 -4.55 -4.35 -0.180
C -2.73 -3.62 -3.34 -0.161
N -3.26 -4.30 -2.16 -0.016
C -2.76 -4.14 -0.89 -0.700
Se -1.27 -3.26 -0.41 0.895
N -3.66 -4.76 -0.05 -0.029
C -3.57 -4.72 1.40 -0.159
C -4.70 -3.94 2.07 -0.191
C -4.75 -2.45 1.74 -0.238
C -5.26 -2.12 0.34 -0.101
C -4.68 -5.33 -0.78 -0.159
C -5.77 -6.10 -0.42 -0.020
C -6.63 -6.52 -1.43 -0.114
C -6.40 -6.18 -2.76 -0.113
C -5.29 -5.43 -3.13 -0.012
C -4.43 -5.03 -2.13 -0.150
H 0.02 -6.87 -2.77 0.067
H -1.64 -7.09 -3.32 0.069
H -1.27 -6.03 -1.95 0.041
H -0.22 -5.53 -4.77 0.098
H -0.15 -4.41 -3.41 0.102
H -2.77 -5.34 -4.66 0.097
H -1.88 -3.94 -5.24 0.106
H -3.55 -3.06 -3.79 0.120
H -2.00 -2.90 -2.97 0.065
H -2.62 -4.23 1.61 0.064
H -3.51 -5.75 1.78 0.124
H -4.54 -4.07 3.15 0.109
H -5.67 -4.39 1.85 0.092
H -3.76 -1.99 1.89 0.099
H -5.41 -1.97 2.47 0.100
H -4.49 -2.27 -0.42 0.053
H -5.55 -1.08 0.28 0.060
H -6.13 -2.73 0.08 0.072
H -5.96 -6.36 0.61 0.102
H -7.50 -7.12 -1.18 0.091
H -7.10 -6.51 -3.52 0.091
H -5.11 -5.16 -4.17 0.104
```

(4)
This record from the Open Molecules 2025 dataset describes C16H12ClF3N2O6S in the gas phase. The level of theory is ωB97M-V/def2-TZVPD.

Results
- Molar mass: 452.79 g mol⁻¹
- LUMO energy: -0.85 eV
- HOMO level: -0.3337 Eh
- F_max: 1.3 eV Å⁻¹
- SMILES: COC(=O)C(Cc1cnc(Cl)s1)(C(=O)OC)c1ccc(C(F)(F)F)cc1[N+](=O)[O-]

Geometry as XYZ:
```
41
Properties=species:S:1:pos:R:3:nbo_charge:R:1
C 0.82 0.34 4.21 -0.259
H 1.60 -0.16 4.78 0.204
H 0.83 1.42 4.41 0.198
H -0.16 -0.06 4.47 0.199
O 1.11 0.09 2.84 -0.497
C 0.30 0.64 1.95 0.836
O -0.64 1.33 2.24 -0.598
C 0.75 0.32 0.52 -0.287
C -0.30 -0.47 -0.24 -0.003
C -1.65 -0.34 0.09 -0.151
C -2.64 -1.04 -0.57 -0.152
C -2.30 -1.91 -1.59 -0.143
C -0.98 -2.06 -1.95 -0.169
C 0.01 -1.33 -1.30 0.106
N 1.34 -1.50 -1.84 0.532
O 1.60 -2.56 -2.36 -0.338
O 2.10 -0.56 -1.78 -0.402
H -0.69 -2.73 -2.75 0.262
C -3.38 -2.70 -2.29 0.974
F -3.75 -3.78 -1.57 -0.320
F -4.49 -1.98 -2.48 -0.320
F -3.01 -3.15 -3.49 -0.317
H -3.68 -0.90 -0.30 0.237
H -1.94 0.34 0.88 0.250
C 2.03 -0.52 0.68 0.863
O 2.02 -1.72 0.74 -0.614
O 3.10 0.24 0.81 -0.511
C 4.34 -0.44 0.98 -0.262
H 4.62 -0.93 0.05 0.202
H 4.25 -1.20 1.76 0.200
H 5.07 0.32 1.25 0.198
C 1.04 1.68 -0.18 -0.419
C -0.20 2.35 -0.66 -0.223
C -0.98 3.27 -0.03 -0.038
N -2.08 3.69 -0.71 -0.437
C -2.17 3.13 -1.85 -0.012
Cl -3.42 3.41 -2.95 0.075
S -0.88 1.99 -2.22 0.404
H -0.81 3.67 0.95 0.223
H 1.70 1.49 -1.03 0.264
H 1.55 2.33 0.53 0.242
```